No. 1
An isolated ion of composition C21H31N2O2 and charge +1, computed with ωB97M-V/def2-TZVPD.

Properties
SMILES = COC(=O)[C@@H]1CCC/[N+]1=C1\CCCC[C@@H]1[C@H](c1ccccc1)N(C)C
Energy relative to the best compared isomer or geometry (same formula, charge and spin) = 124.98 kcal/mol
Total charge = +1
M = 343.49 u

```
56
C21H31N2O2 (ωB97M-V/def2-TZVPD)
C 4.196 1.637 1.070
O 3.534 0.513 1.667
C 2.419 0.183 0.991
O 2.106 0.784 -0.013
C 1.714 -1.002 1.562
C 2.640 -2.245 1.545
C 1.847 -3.367 0.949
C 0.432 -2.837 0.757
N 0.535 -1.347 0.773
C -0.670 -0.679 0.978
C -1.470 -1.377 2.036
C -2.555 -0.624 2.793
C -3.389 0.157 1.830
C -2.598 0.993 0.803
C -1.059 0.739 0.554
C -0.827 1.287 -0.790
C -0.813 0.253 -1.933
C 0.299 -0.514 -2.238
C 0.267 -1.305 -3.398
C -0.965 -1.437 -4.078
C -2.105 -0.755 -3.680
C -2.028 0.098 -2.598
N 0.099 2.369 -0.928
C -0.244 3.561 -0.179
C 0.754 2.565 -2.189
H 5.128 1.728 1.620
H 4.380 1.480 0.000
H 3.580 2.536 1.184
H 1.417 -0.761 2.607
H 3.558 -2.022 0.990
H 2.920 -2.402 2.589
H 2.263 -3.711 0.007
H 1.828 -4.206 1.641
H -0.108 -3.216 -0.115
H -0.106 -3.213 1.645
H -1.937 -2.280 1.593
H -0.822 -1.796 2.836
H -2.089 0.054 3.511
H -3.144 -1.327 3.377
H -4.062 0.812 2.372
H -4.058 -0.520 1.284
H -2.720 2.064 1.020
H -3.117 0.822 -0.141
H -0.385 1.308 1.179
H -1.712 1.883 -1.061
H 1.194 -0.441 -1.630
H 1.176 -1.748 -3.780
H -1.017 -2.115 -4.932
H -3.075 -0.829 -4.219
H -2.886 0.722 -2.294
H 0.549 4.324 -0.215
H -1.150 4.012 -0.618
H -0.459 3.348 0.859
H 1.122 3.591 -2.268
H 1.583 1.877 -2.327
H 0.032 2.375 -2.998
```



No. 2
The molecule C22H21ClN2O5, computed with ωB97M-V/def2-TZVPD.

Properties
SMILES = Cc1noc(C)c1COc1ccc(C(=O)OCC(=O)NCc2ccccc2Cl)cc1
Energy relative to the best compared isomer or geometry (same formula, charge and spin) = 52.10 kcal/mol
Total charge = 0
M = 428.87 u

```
51
C22H21ClN2O5 (ωB97M-V/def2-TZVPD)
C 6.792 -4.039 -1.642
C 5.800 -4.160 -2.738
N 6.130 -4.593 -3.925
O 5.013 -4.582 -4.693
C 3.977 -4.141 -3.970
C 2.641 -4.043 -4.605
C 4.409 -3.856 -2.699
C 3.606 -3.321 -1.564
O 3.110 -2.046 -1.945
C 2.339 -1.352 -1.081
C 1.971 -1.787 0.192
C 1.176 -0.990 0.993
C 0.735 0.251 0.543
C -0.108 1.127 1.370
O -0.516 2.215 1.015
O -0.383 0.602 2.571
C -1.116 1.395 3.498
C -2.641 1.299 3.300
O -3.363 0.785 4.126
N -3.065 1.844 2.149
C -4.456 1.878 1.774
C -5.024 3.274 1.735
C -4.413 4.326 2.403
C -4.945 5.603 2.367
C -6.107 5.850 1.658
C -6.738 4.816 0.990
C -6.197 3.543 1.034
Cl -7.018 2.264 0.201
C 1.103 0.684 -0.734
C 1.893 -0.104 -1.534
H 6.827 -3.013 -1.280
H 7.772 -4.323 -2.014
H 6.521 -4.690 -0.813
H 1.984 -4.826 -4.224
H 2.194 -3.079 -4.376
H 2.740 -4.159 -5.680
H 2.766 -3.997 -1.344
H 4.237 -3.233 -0.671
H 2.299 -2.743 0.568
H 0.893 -1.329 1.977
H -0.869 1.001 4.485
H -0.804 2.442 3.412
H -2.391 2.281 1.529
H -5.000 1.284 2.518
H -4.583 1.404 0.795
H -3.511 4.135 2.965
H -4.451 6.404 2.896
H -6.526 6.844 1.625
H -7.648 4.991 0.437
H 0.756 1.648 -1.075
H 2.189 0.216 -2.521
```



| no. | LUMO (eV) |
| --- | --- |
| 1 | -5.1 |
| 2 | 0.3 |